ORCA calculation (the ωB97M-V functional and the def2-TZVPD basis) on a single C6H11NO3 molecule at a distorted geometry.

XYZ file:
```
21
Properties=species:S:1:pos:R:3:forces:R:3
O 1.46122 1.28562 -1.46264 0.27 0.16 0.28
O 0.42308 1.90191 0.91267 -0.60 0.59 2.64
O -0.16434 -1.42057 0.01839 0.20 -1.10 -0.93
N 0.37339 -0.18599 -0.23320 -0.56 1.96 1.61
C -0.40083 0.92056 0.56163 1.25 -5.08 1.57
C 1.29816 0.10352 -1.13389 0.56 0.64 -1.92
C -1.54482 1.13470 -0.27553 -3.47 1.62 -1.89
C -0.90795 -1.37691 1.22537 1.41 0.11 1.44
C -0.68920 -0.01690 1.83680 2.07 1.23 -1.09
C 2.00693 -1.04571 -1.78642 1.94 -0.77 2.24
H -2.03489 0.24751 -0.73782 0.54 0.30 0.85
H 1.59090 -1.85627 -1.18990 0.79 -0.81 -0.39
H 0.81551 2.30473 0.17670 0.97 0.84 -2.27
H 3.17087 -1.04481 -1.79055 -2.03 0.40 0.73
H -2.34742 1.82025 0.06970 0.41 -0.61 0.64
H -1.51350 0.33599 2.40915 -0.64 0.23 0.49
H 0.25438 0.01664 2.42018 -0.67 0.08 -0.18
H 1.82393 -1.24358 -2.79147 -1.05 0.19 -1.79
H -1.95441 -1.39560 1.00890 -0.70 -1.10 -0.20
H -0.44240 -2.17701 1.87912 -1.32 0.63 -0.67
H -1.21863 1.69191 -1.11718 0.63 0.47 -1.17
```
Positions in Å, forces in eV/Å.

Output
Structure (SMILES): CC(=O)N1OCC[C@@]1(C)O
HOMO level: -8.7 eV
Gap between HOMO and LUMO: 0.3516 Eh


ORCA calculation (the ωB97M-V functional and the def2-TZVPD basis) on a single C6H11NO3 molecule at a distorted geometry.

XYZ file:
```
21
Properties=species:S:1:pos:R:3:forces:R:3
O 1.46504 2.51245 -1.25026 -0.33 0.67 -0.12
O -2.06284 1.88759 0.72420 -1.12 -0.42 0.53
O 2.47210 0.55921 -0.77599 0.87 -0.29 -0.02
N 0.04823 -0.63667 0.04224 0.22 -0.07 -0.34
C 0.16015 0.71828 -0.45718 -2.11 4.88 0.64
C 1.51921 1.34998 -0.88291 -0.61 -1.12 0.19
C 0.96047 -0.85424 1.18507 0.87 0.05 0.78
C 0.50608 -1.46416 -1.10040 0.55 -0.73 -0.86
C -0.94499 2.11306 0.04203 3.05 -3.09 -1.08
C -1.32603 -1.00185 0.39684 -0.91 -0.11 0.29
H -1.64581 -0.43814 1.27068 0.10 0.02 -0.09
H -1.98818 -0.76371 -0.43308 0.08 0.03 -0.01
H -2.60065 2.68684 0.80752 0.23 -0.05 -0.10
H -1.38275 -2.07052 0.61213 0.19 0.09 -0.05
H -0.15963 -1.31434 -1.94829 -0.13 0.03 0.16
H -0.62989 3.03649 -0.39207 0.01 0.26 -0.15
H 0.52931 -2.51780 -0.82350 -0.13 0.03 0.17
H 0.97836 -1.90770 1.46162 -0.22 -0.03 -0.08
H 1.95402 -0.52714 0.86229 -0.23 -0.09 0.04
H 0.63820 -0.24901 2.03036 -0.15 0.00 -0.07
H 1.50961 -1.11863 -1.37128 -0.23 -0.08 0.17
```
Positions in Å, forces in eV/Å.

Output
⟨S²⟩: 2.01
HOMO level (alpha / beta): -6.6 / -8.6 eV
Multiplicity: 3
Gap between HOMO and LUMO (alpha / beta): 0.2554 / 0.2817 Eh


ORCA calculation (the ωB97M-V functional and the def2-TZVPD basis) on a molecular structure, C6H11NO5S2 at a distorted geometry.

XYZ file:
```
25
Properties=species:S:1:pos:R:3:forces:R:3
S 1.67033 -0.36792 -1.39977 -1.64 -1.71 -0.17
S 4.69386 0.24224 0.81759 1.56 -1.73 -0.73
O -0.79171 0.32563 0.27019 2.30 -0.06 1.23
O 4.11335 -1.08056 0.60080 -0.04 1.12 0.39
O 5.98253 0.38895 0.16058 -1.11 0.43 0.75
O 3.52786 1.35142 -0.75720 -1.25 -0.45 -0.60
O -2.37275 -0.57825 -1.03406 -0.03 0.18 -0.35
N 2.61618 0.89070 -1.44863 1.91 1.50 0.44
C -1.07968 1.66534 -0.01048 -5.90 -0.66 -2.48
C -1.05433 -1.96091 0.46092 0.87 1.46 1.74
C -1.48935 -0.66250 -0.22613 -0.94 -1.43 0.52
C 1.47962 -1.73792 -0.14516 0.48 -0.61 0.47
C 0.13770 -2.51174 -0.31170 1.85 -0.63 0.62
C 0.05013 2.56866 -0.05825 0.35 2.23 1.67
H -0.87935 -1.65397 1.58552 -0.02 -1.00 -2.14
H 0.48522 2.46669 -1.02132 0.77 0.50 -0.71
H -1.84696 -2.65986 0.39287 -0.90 -0.57 0.03
H 2.24843 -2.48315 -0.38197 0.20 0.61 0.02
H 0.74298 2.21039 0.71006 0.30 0.51 -0.05
H -0.28308 3.68587 0.19723 0.83 -2.53 -0.75
H -1.89048 1.89184 0.74328 0.90 0.40 -0.74
H 0.50018 -3.63617 -0.04592 -1.60 2.54 -0.87
H -1.65478 1.56346 -1.06795 1.13 0.89 2.28
H 1.63869 -1.41606 0.87937 0.08 0.25 -0.07
H -0.13307 -2.31444 -1.34719 -0.10 -1.23 -0.48
```
Positions in Å, forces in eV/Å.

Output
HOMO level: -9.8 eV
Gap between HOMO and LUMO: 0.3234 Eh


ORCA calculation (the ωB97M-V functional and the def2-TZVPD basis) on a molecular structure, C6H11NO7Pt at a distorted geometry.

XYZ file:
```
26
Properties=species:S:1:pos:R:3:forces:R:3
Pt 0.86589 -0.73989 -0.08228 2.42 -2.11 -1.76
O 2.92148 -0.76380 -1.29480 2.16 1.76 0.44
O 2.95225 -2.25968 1.66172 -0.79 -0.85 4.10
O 2.50639 -2.38740 -2.67142 0.37 1.01 -3.34
O 0.69784 -1.77127 1.84905 -1.21 0.82 3.25
O 1.09098 -0.66439 -2.29229 -2.84 1.29 -2.66
O -1.46527 -0.26778 0.00354 -0.34 1.19 0.42
O 1.53544 -2.99642 0.28641 -2.02 -2.03 -0.21
N 0.96758 1.29369 0.60496 -0.28 1.56 0.49
C -2.51502 -1.14400 0.30003 0.17 -1.35 0.31
C 2.27100 -1.19592 -2.35818 -0.65 -3.60 6.05
C -0.53277 2.18022 -1.05763 -0.11 0.81 -1.11
C -1.39489 0.86589 0.87767 -1.43 0.15 0.49
C -0.37163 1.90604 0.41742 0.59 -1.02 -0.87
C 1.70765 -2.51633 1.50502 3.67 2.69 -6.22
H -1.54751 2.52942 -1.27479 -0.09 -0.17 0.05
H -0.27058 1.36707 -1.73842 -0.07 -0.39 0.41
H 1.64748 1.91950 0.17955 0.22 -0.41 -0.31
H -1.22303 0.56495 1.91825 0.48 -0.37 -0.12
H -2.42272 1.25947 0.91196 0.11 0.59 -0.19
H -3.47465 -0.93457 -0.18802 0.09 0.57 -0.05
H -2.19478 -2.12994 -0.04298 0.09 0.09 -0.17
H -0.40364 2.89306 0.89311 -0.63 -0.31 0.65
H -2.67274 -1.29200 1.37377 0.05 0.36 0.09
H 0.11195 3.00949 -1.37371 0.11 0.04 0.22
H 1.21331 1.27460 1.59206 -0.07 -0.31 0.04
```
Positions in Å, forces in eV/Å.

Output
⟨S²⟩: 2.01
HOMO level (alpha / beta): 1.0 / 0.7 eV
Multiplicity: 3
Gap between HOMO and LUMO (alpha / beta): 0.1374 / 0.1450 Eh
Net charge: -2


ORCA calculation (the ωB97M-V functional and the def2-TZVPD basis) on a molecular structure, C6H11NS at a distorted geometry.

XYZ file:
```
19
Properties=species:S:1:pos:R:3:forces:R:3
S -2.38330 -1.33624 -1.27387 -0.50 -0.86 0.50
N -0.46577 -0.86442 -0.14871 0.43 -2.68 -1.98
C -0.35022 1.42344 0.64001 -2.16 -1.76 0.31
C 0.67429 1.95853 1.60919 -2.41 0.93 1.06
C 1.02517 -1.95043 -1.79318 0.72 -0.87 -1.17
C 1.01006 1.72419 0.22512 1.95 -0.21 -1.32
C -0.93263 -0.02425 0.86942 0.45 1.84 1.16
C 0.55880 -1.36440 -0.56291 -1.07 2.04 1.28
H -0.71783 -0.44095 1.83687 1.05 -0.25 0.52
H -2.02082 0.00154 0.95603 0.25 0.17 -0.91
H 0.53438 -1.49126 -2.69861 0.05 -0.46 0.98
H 0.76735 -3.05147 -1.73531 0.53 1.08 -0.34
H 1.35560 2.54807 -0.39124 -0.69 -0.01 -0.16
H 2.13730 -1.76281 -1.90822 -1.26 -0.65 0.18
H 1.65040 0.86884 0.11732 0.24 -0.35 -0.32
H -2.82013 -2.26739 -0.31352 0.62 0.98 -0.91
H 0.86086 1.16721 2.27723 0.81 -0.28 1.17
H 0.33376 2.91640 1.99138 0.85 0.03 0.14
H -1.21727 1.94538 0.30303 0.14 1.30 -0.18
```
Positions in Å, forces in eV/Å.

Output
HOMO level (alpha / beta): -7.4 / -7.4 eV
Gap between HOMO and LUMO (alpha / beta): 0.2709 / 0.2707 Eh


ORCA calculation (the ωB97M-V functional and the def2-TZVPD basis) on a single C6H11NS molecule at a distorted geometry.

XYZ file:
```
19
Properties=species:S:1:pos:R:3:forces:R:3
S 1.89333 -0.72539 -0.34393 -0.24 0.66 0.28
N -0.65488 0.61304 -0.33166 0.79 0.86 -0.74
C 0.33779 1.69212 -0.22173 0.04 0.19 0.71
C 1.71921 1.01062 0.27078 -2.53 0.02 -0.88
C -0.59166 -0.33982 0.72591 0.58 0.27 0.32
C 0.31714 -1.47855 0.29825 -0.10 0.30 0.89
C -1.89546 0.35245 0.31921 -0.01 -1.54 -0.28
C -2.96144 -0.42773 -0.42208 -0.91 -0.24 0.12
H -2.60588 -1.33364 -0.96538 0.04 1.09 0.03
H -0.26135 0.05218 1.66741 0.22 0.39 0.64
H 0.48022 2.19949 -1.18140 -0.02 -0.43 -0.07
H -3.53179 0.28498 -1.02885 0.26 -0.39 -0.54
H 2.50820 1.61314 -0.10948 0.88 0.16 -0.35
H 1.73016 1.04488 1.34046 0.21 -0.13 0.59
H 0.58585 -2.19677 1.06976 -0.13 0.18 0.28
H -0.12598 -2.01678 -0.48667 -0.42 -0.71 -1.32
H -2.31013 1.11201 0.97939 0.25 -0.09 0.37
H 0.02203 2.53377 0.46880 0.34 -0.94 -0.18
H -3.75398 -0.83286 0.24830 0.74 0.35 0.12
```
Positions in Å, forces in eV/Å.

Output
Structure (SMILES): C[C@H]1[C@H]2CSCCN21
HOMO level: -8.4 eV
Gap between HOMO and LUMO: 0.3470 Eh


ORCA calculation (the ωB97M-V functional and the def2-TZVPD basis) on 2 unconnected molecules or ions with the total composition C6H11NS at a distorted geometry.

XYZ file:
```
19
Properties=species:S:1:pos:R:3:forces:R:3
S 1.58989 -0.59140 -0.89867 -1.95 0.62 0.41
N 2.57234 -0.98057 0.20439 0.54 -0.75 0.68
C -1.34673 -0.15246 -0.97477 0.76 0.89 -0.19
C 1.28735 2.15460 1.11926 -1.76 -1.21 -0.71
C 1.44347 1.25144 2.03805 3.61 -0.03 2.61
C -1.12454 -0.79766 0.34566 0.07 1.32 1.40
C 0.03231 -0.38779 -0.45258 1.07 -0.22 -1.02
C -1.87270 -1.04313 -2.08305 -1.03 1.03 -2.21
H -1.57023 0.97443 -0.92130 -0.19 -1.92 -0.52
H 0.64644 1.81398 0.34091 -0.86 0.70 -0.73
H -1.68425 -0.38220 -3.01473 -0.27 -1.71 0.90
H 2.35981 1.32370 2.70407 -1.46 0.35 -0.14
H 1.67534 3.11677 1.10629 1.17 1.32 -0.12
H 0.98444 0.30784 2.17267 -0.76 -0.68 -0.63
H -1.43171 -0.23334 1.26934 0.40 -1.09 -0.83
H 2.17815 -1.23558 1.12118 0.10 0.20 -0.65
H -2.98612 -1.18374 -2.04915 0.81 0.42 0.21
H -1.49998 -2.11581 -2.21213 0.25 1.78 0.46
H -1.25329 -1.83907 0.18458 -0.49 -1.00 1.06
```
Positions in Å, forces in eV/Å.

Output
HOMO level: -8.2 eV
Gap between HOMO and LUMO: 0.3129 Eh


ORCA calculation (the ωB97M-V functional and the def2-TZVPD basis) on a single C6H11NS molecule at a distorted geometry.

XYZ file:
```
19
Properties=species:S:1:pos:R:3:forces:R:3
S 2.91128 0.07758 0.65147 2.06 0.47 -1.06
N -0.23325 0.01486 -1.42666 2.48 0.65 0.70
C -0.45811 -0.97913 1.30878 2.03 -0.38 -1.33
C 0.87844 -1.27214 2.06885 -2.14 -2.94 0.82
C -0.54586 0.94305 -0.18416 5.12 2.91 -4.67
C -0.75698 0.63788 -2.71775 0.27 -0.56 0.71
C 0.16198 0.41565 1.05673 -3.42 0.98 0.22
C 1.47380 -0.17310 1.18897 0.03 -1.66 1.54
H -0.90596 -0.19694 -3.56046 0.59 1.98 1.90
H -0.11594 1.95391 -0.78498 -0.80 -1.63 2.64
H -0.37537 -1.45992 0.24066 -0.73 0.44 2.30
H -1.34721 -1.16544 1.86714 -0.84 0.23 -0.01
H 0.95279 -2.39156 1.86102 1.57 1.47 0.64
H 0.14136 0.94545 2.07521 -0.70 0.21 -1.61
H 0.68406 -1.11009 3.20398 0.93 0.08 -1.97
H -1.53573 1.20015 -0.03300 -2.21 -0.32 0.30
H 0.89665 0.08611 -1.42321 -3.41 -0.41 -0.25
H -0.04363 1.53169 -3.06020 -1.93 -1.74 0.48
H -1.78233 0.94199 -2.33242 1.10 0.22 -1.35
```
Positions in Å, forces in eV/Å.

Output
Structure (SMILES): CNC[C@H]1CCC1=S
HOMO level: -8.7 eV
Gap between HOMO and LUMO: 0.3163 Eh


Energy above the lowest of the compared OMol25 structures with the same formula, charge and spin: 89.4 0.0 18.9 49.1 106.7 46.2 116.3 100.1 (kcal per mole)